[1]
Formula: C5H10N2O
Source: the Open Molecules 2025 dataset
Level of theory: wB97M-V/def2-TZVPD

Cartesian coordinates (Å):
O 1.589 0.355 0.949
N -0.048 -1.833 -0.627
N -2.561 -0.860 0.052
C -1.490 -0.307 0.423
C -1.565 0.743 1.491
C 1.886 0.213 -1.444
C 0.875 0.448 -0.337
C -0.157 -0.653 -0.176
H -2.610 0.953 1.698
H 1.018 0.629 1.676
H 2.481 -0.675 -1.237
H 0.378 1.423 -0.473
H 1.381 0.104 -2.403
H -1.102 0.372 2.404
H -1.070 1.665 1.196
H 0.849 -2.066 -1.044
H 2.566 1.061 -1.484
H -2.423 -1.573 -0.664

Values from the calculation:
Relative energy (zero: lowest compared OMol25 entry of this formula, charge and spin)   1.444 eV
Max |F|   0.0332 hartree/bohr
Orbital gap   10.19 eV
LUMO energy   0.0193 Ha



[2]
Formula: C5H10N2O
Source: the Open Molecules 2025 dataset
Level of theory: wB97M-V/def2-TZVPD

Cartesian coordinates (Å):
O 0.767 1.594 1.179
N -1.264 0.826 -1.643
N -0.453 1.433 -0.687
C -0.547 -0.922 2.059
C 0.032 -0.590 0.707
C 1.088 -1.398 -1.488
C 0.176 0.871 0.393
C 0.466 -1.568 -0.136
H -0.126 -0.332 2.867
H 1.024 -0.359 -1.842
H -0.758 0.086 -2.179
H 0.283 -2.588 0.213
H -0.421 2.403 -0.749
H 0.528 -2.044 -2.223
H -2.133 0.417 -1.323
H -0.322 -1.962 2.305
H 2.137 -1.762 -1.530
H -1.620 -0.779 2.129

Values from the calculation:
Relative energy (zero: lowest compared OMol25 entry of this formula, charge and spin)   1.589 eV
Max |F|   0.0444 hartree/bohr
Orbital gap   10.14 eV
LUMO energy   0.0323 Ha